The following is a DFT calculation (ωB97M-V/def2-TZVPD) of a cluster of 3 separate species, C8H12N2O3 in total.

## Properties
**ΔE to the lowest compared entry with this formula, charge and spin**: 101.4 kcal/mol
**Kohn-Sham gap**: 9.00 eV
**LUMO energy**: 0.17 eV
**E_tot**: -647.1077 Eh

ORCA input file:
```
! RIJCOSX wB97M-V def2-TZVPD def2/J DEFGRID3
* xyz 0 1
C 1.215 -0.341 -2.826
C 1.081 1.428 1.437
C -0.816 0.404 3.800
C -1.392 -1.937 -0.758
C -2.051 -0.775 -1.448
C -0.706 -1.265 -1.941
C 2.200 0.474 1.104
C -1.046 2.134 0.619
N 0.117 1.531 0.465
N 0.490 -0.460 -1.820
O -0.708 -0.371 2.936
O 1.186 1.989 2.503
O -0.888 1.086 4.728
H 2.110 0.145 -2.692
H 0.790 -0.750 -3.863
H -0.918 -1.846 0.289
H -1.582 -2.976 -0.855
H -2.826 -1.051 -2.027
H -2.295 0.111 -0.836
H -0.742 -2.001 -2.892
H 2.646 0.764 0.154
H 3.045 0.446 1.827
H 1.957 -0.436 0.742
H -0.921 2.853 1.555
H 0.055 0.844 -0.200
*
```

---

The following is a DFT calculation (ωB97M-V/def2-TZVPD) of a cluster of 11 separate species, C81H165N11O11 in total.

## Properties
**ΔE to the lowest compared entry with this formula, charge and spin**: 13.0 kcal/mol
**Kohn-Sham gap (spin up / spin down)**: 7.48 / 8.63 eV
**<S²>**: 20.032
**LUMO energy (spin up / spin down)**: 0.45 / 0.43 eV
**E_tot**: -4614.3094 Eh

ORCA input file:
```
! RIJCOSX wB97M-V def2-TZVPD def2/J DEFGRID3
* xyz 0 9
C -4.802 1.514 0.870
O -4.253 1.934 -0.161
N -6.111 1.629 1.145
C -6.621 1.087 2.369
C -7.026 2.349 0.165
H -4.254 0.988 1.652
H -7.106 1.959 2.927
H -5.777 0.627 2.939
H -7.380 0.335 2.081
H -6.835 3.454 0.204
H -6.837 2.077 -0.872
H -8.040 2.167 0.417
C -1.284 -7.185 2.448
O -2.491 -7.019 2.873
N -0.910 -6.235 1.347
C 0.511 -6.113 1.012
C -1.845 -5.094 0.841
H -0.502 -7.678 3.210
H 0.943 -6.819 1.755
H 1.064 -5.170 1.147
H 0.797 -6.455 0.052
H -1.795 -4.238 1.419
H -1.811 -4.911 -0.220
H -2.788 -5.521 1.106
C 3.078 -1.844 -2.212
O 3.411 -0.840 -2.829
N 3.440 -3.130 -2.635
C 3.248 -4.369 -1.871
C 3.664 -3.322 -4.065
H 3.473 -1.711 -1.137
H 2.780 -4.142 -0.899
H 4.157 -4.875 -1.687
H 2.592 -5.037 -2.476
H 4.034 -2.396 -4.526
H 4.498 -3.973 -4.133
H 2.789 -3.768 -4.589
C 0.520 -5.260 -4.229
C -0.681 -5.333 -5.253
C -1.330 -6.715 -5.183
C -2.747 -6.732 -5.755
C -3.625 -5.902 -4.845
C -3.179 -4.414 -4.851
N -1.700 -4.291 -4.880
O -1.198 -3.096 -4.907
C -3.718 -3.700 -6.036
C -3.655 -3.624 -3.477
C -0.101 -5.071 -6.647
H 1.153 -6.102 -4.523
H 0.232 -5.402 -3.210
H 1.091 -4.389 -4.437
H -0.766 -7.495 -5.658
H -1.347 -7.059 -4.140
H -3.259 -7.754 -5.686
H -2.721 -6.445 -6.801
H -3.759 -6.405 -3.897
H -4.613 -5.915 -5.355
H -3.155 -2.761 -6.162
H -3.571 -4.315 -6.913
H -4.755 -3.432 -5.977
H -2.883 -2.864 -3.233
H -4.529 -3.081 -3.724
H -3.726 -4.327 -2.663
H -0.938 -4.982 -7.330
H 0.635 -5.830 -7.031
H 0.313 -4.117 -6.615
C 2.949 0.262 -6.808
C 1.402 0.239 -6.793
C 0.925 1.641 -7.224
C -0.541 1.784 -7.593
C -0.708 0.906 -8.824
C -0.469 -0.590 -8.480
N 0.867 -0.775 -7.781
O 1.257 -1.949 -7.624
C -1.437 -1.065 -7.509
C -0.453 -1.365 -9.822
C 1.020 -0.191 -5.382
H 3.409 0.533 -7.762
H 3.316 -0.720 -6.675
H 3.240 0.955 -6.019
H 1.321 2.391 -6.533
H 1.469 1.763 -8.212
H -0.678 2.830 -8.012
H -1.192 1.565 -6.730
H -0.110 1.108 -9.727
H -1.754 0.922 -9.212
H -1.095 -2.009 -7.131
H -1.486 -0.425 -6.597
H -2.430 -1.121 -8.012
H -0.171 -2.388 -9.747
H -1.539 -1.377 -10.086
H 0.181 -0.834 -10.506
H 1.453 0.331 -4.531
H 1.318 -1.230 -5.332
H -0.025 -0.077 -5.253
C 0.691 4.792 -3.701
C 0.777 5.666 -2.439
C -0.653 5.957 -1.971
C -0.670 6.633 -0.648
C -0.101 5.639 0.376
C 1.375 5.373 0.091
N 1.484 4.998 -1.325
O 2.172 3.998 -1.662
C 2.256 6.564 0.434
C 1.879 4.254 0.976
C 1.612 6.939 -2.839
H -0.038 5.171 -4.386
H 0.358 3.765 -3.337
H 1.661 4.711 -4.212
H -1.112 6.605 -2.746
H -1.235 4.989 -1.927
H -1.763 6.754 -0.462
H -0.105 7.519 -0.715
H -0.727 4.783 0.185
H -0.177 5.920 1.423
H 2.074 7.430 -0.221
H 2.157 6.852 1.523
H 3.335 6.302 0.329
H 2.888 4.029 0.715
H 1.832 4.455 2.007
H 1.229 3.412 0.844
H 2.544 6.645 -3.299
H 1.738 7.677 -2.074
H 1.148 7.482 -3.667
C 2.345 -2.590 9.061
C 1.934 -1.602 7.945
C 3.037 -0.557 7.572
C 4.258 -1.178 6.988
C 3.772 -1.877 5.697
C 2.535 -2.688 5.698
N 1.322 -2.320 6.630
O 0.387 -3.048 6.660
C 1.917 -2.558 4.204
C 2.735 -4.261 5.786
C 0.563 -0.921 8.469
H 3.408 -2.969 8.873
H 1.710 -3.484 8.950
H 2.373 -2.162 10.096
H 2.319 0.052 7.011
H 3.063 0.031 8.549
H 4.763 -1.876 7.701
H 4.920 -0.374 6.619
H 4.341 -2.521 4.966
H 3.559 -1.066 5.007
H 1.052 -3.128 3.889
H 1.584 -1.543 4.122
H 2.730 -2.806 3.496
H 2.816 -4.673 6.817
H 1.836 -4.794 5.483
H 3.600 -4.566 5.195
H 0.747 -0.561 9.502
H -0.249 -1.589 8.181
H 0.338 0.041 8.034
C 5.207 4.918 -0.648
C 6.173 3.761 -1.219
C 5.521 2.344 -1.193
C 4.795 1.809 -2.410
C 5.574 2.039 -3.714
C 5.982 3.538 -3.875
N 6.551 4.121 -2.574
O 6.937 5.277 -2.677
C 7.134 3.631 -4.943
C 4.859 4.481 -4.268
C 7.355 3.767 -0.239
H 5.730 5.827 -0.357
H 4.616 4.588 0.258
H 4.394 5.252 -1.357
H 6.388 1.708 -1.247
H 4.907 2.042 -0.295
H 3.769 2.186 -2.679
H 4.786 0.682 -2.286
H 5.180 1.726 -4.691
H 6.444 1.404 -3.525
H 6.689 3.248 -5.888
H 7.571 4.606 -5.155
H 7.871 2.879 -4.623
H 5.197 5.461 -4.363
H 4.226 4.181 -5.127
H 4.190 4.483 -3.394
H 7.903 2.874 -0.615
H 7.046 3.613 0.805
H 7.995 4.659 -0.341
C -1.792 -1.568 5.082
C -3.140 -2.259 4.792
C -2.987 -3.738 5.078
C -3.077 -3.956 6.590
C -4.383 -3.508 7.105
C -4.560 -2.003 6.850
N -4.227 -1.729 5.451
O -4.702 -0.605 4.969
C -6.006 -1.682 7.160
C -3.653 -1.227 7.823
C -3.306 -2.151 3.291
H -1.403 -1.107 5.949
H -1.490 -0.744 4.397
H -1.152 -2.355 4.576
H -3.779 -4.263 4.455
H -2.058 -4.075 4.675
H -2.251 -3.502 7.136
H -2.947 -5.089 6.779
H -4.566 -3.607 8.196
H -5.286 -4.003 6.625
H -6.644 -2.401 6.685
H -6.060 -1.888 8.251
H -6.285 -0.677 6.899
H -2.646 -1.627 8.073
H -3.592 -0.196 7.527
H -4.236 -1.227 8.756
H -2.618 -2.927 2.982
H -3.150 -1.127 2.844
H -4.272 -2.450 2.914
C -1.469 4.610 6.535
C -0.873 3.893 5.464
C -1.418 2.414 5.284
C -2.945 2.320 5.257
C -3.340 2.954 3.813
C -2.854 4.256 3.446
N -1.403 4.418 4.022
O -0.756 5.385 3.718
C -2.598 4.239 1.994
C -3.690 5.432 4.002
C 0.621 3.980 5.305
H -0.644 4.817 7.166
H -2.315 4.195 7.111
H -1.669 5.631 6.353
H -0.739 1.961 4.567
H -1.224 1.990 6.292
H -3.375 2.670 6.173
H -3.331 1.287 5.174
H -4.416 3.110 3.671
H -3.091 2.410 2.942
H -1.861 3.568 1.661
H -3.561 3.968 1.505
H -2.320 5.172 1.513
H -4.156 5.189 4.947
H -3.118 6.324 3.961
H -4.335 5.618 3.219
H 0.974 3.277 6.076
H 1.168 4.858 5.606
H 0.975 3.726 4.319
C 1.854 0.509 0.650
C 0.316 0.349 -0.060
C 0.412 1.034 -1.490
C -0.896 0.833 -2.344
C -0.972 -0.712 -2.558
C -1.031 -1.568 -1.277
N -0.110 -1.068 -0.099
O 0.463 -1.905 0.629
C -2.334 -1.619 -0.594
C -0.352 -2.949 -1.690
C -0.751 0.892 1.016
H 2.091 1.582 0.623
H 2.561 0.001 -0.053
H 1.762 0.025 1.656
H 0.619 2.105 -1.298
H 1.243 0.511 -2.047
H -0.683 1.266 -3.329
H -1.820 1.239 -1.933
H -0.091 -1.031 -3.095
H -1.844 -1.087 -3.083
H -2.264 -2.107 0.460
H -2.738 -0.609 -0.440
H -3.141 -2.263 -1.127
H 0.678 -2.835 -2.021
H -0.478 -3.730 -0.931
H -0.803 -3.305 -2.661
H -1.862 0.990 0.726
H -0.335 1.914 1.338
H -0.829 0.152 1.862
*
```

---

The following is a DFT calculation (ωB97M-V/def2-TZVPD) of a structure of composition C16H46O27P5V2.

## Properties
**Kohn-Sham gap**: 3.03 eV
**LUMO energy**: -6.72 eV
**E_tot**: -6263.3572 Eh

ORCA input file:
```
! RIJCOSX wB97M-V def2-TZVPD def2/J DEFGRID3
* xyz 1 1
O -10.802 13.298 5.075
V -10.545 14.499 4.013
O -9.048 14.360 3.550
O -17.442 10.051 2.858
V -16.795 11.368 3.493
O -15.811 10.892 4.668
O -16.052 17.522 4.716
C -15.406 16.345 4.586
O -14.156 16.267 4.740
O -16.010 15.321 4.222
H -15.259 18.053 4.822
C -23.787 14.330 1.315
O -22.464 13.971 1.669
P -21.186 14.092 0.659
O -19.923 13.521 1.161
O -21.764 13.384 -0.685
C -20.888 12.964 -1.718
O -21.102 15.682 0.278
C -20.440 16.549 1.194
H -23.740 14.730 0.302
H -24.176 15.103 1.978
H -24.475 13.485 1.333
H -20.850 13.683 -2.537
H -21.200 12.011 -2.145
H -19.891 12.792 -1.311
H -19.790 15.918 1.800
H -21.119 17.120 1.826
H -19.801 17.291 0.716
C -20.446 20.227 11.064
O -19.196 20.387 10.403
P -17.853 20.724 11.217
O -18.065 21.667 12.346
O -17.194 19.238 11.534
C -15.973 19.204 12.296
O -16.825 21.316 10.097
C -16.573 20.645 8.873
H -21.155 20.678 10.370
H -20.461 20.749 12.021
H -20.707 19.169 11.047
H -15.212 19.653 11.657
H -15.680 18.224 12.673
H -16.117 19.917 13.107
H -15.518 20.419 8.717
H -16.961 21.236 8.044
H -17.042 19.661 8.852
C -19.285 14.682 8.507
O -20.183 13.605 8.435
P -20.736 13.016 7.049
O -19.730 12.361 6.186
O -22.020 12.055 7.432
C -22.886 11.400 6.469
O -21.488 14.345 6.427
C -22.333 15.224 7.227
H -18.419 14.455 9.129
H -19.697 15.459 9.152
H -18.926 15.059 7.550
H -22.826 10.360 6.788
H -22.471 11.424 5.462
H -23.938 11.674 6.554
H -22.641 14.783 8.174
H -23.148 15.464 6.544
H -21.930 16.197 7.508
C -9.522 21.399 2.267
O -10.570 21.106 1.378
P -11.670 19.949 1.720
O -11.106 18.567 1.852
O -12.495 20.507 3.021
C -13.294 21.666 2.931
O -12.852 20.011 0.548
C -12.405 20.080 -0.781
H -8.738 21.669 1.559
H -9.258 20.573 2.928
H -9.870 22.274 2.816
H -13.272 22.170 3.897
H -14.345 21.425 2.771
H -12.975 22.387 2.178
H -11.648 19.307 -0.916
H -11.917 21.048 -0.893
H -13.112 19.843 -1.576
C -6.964 18.241 7.980
O -8.187 18.280 8.785
P -9.637 18.415 8.034
O -9.759 17.480 6.897
O -10.679 18.214 9.280
C -11.794 17.297 9.149
O -9.883 20.004 7.766
C -9.566 20.976 8.763
H -7.078 18.659 6.979
H -6.523 17.245 7.951
H -6.324 18.992 8.443
H -11.721 16.618 8.300
H -12.700 17.903 9.149
H -11.912 16.679 10.039
H -9.014 21.845 8.405
H -8.966 20.581 9.582
H -10.412 21.440 9.271
*
```